Record 1
The following is a quantum chemistry calculation of 11 unconnected molecules or ions with the total composition C48H102N2O9, from the OMol25 dataset.

Each line ends with the Mulliken charge.
Cartesian coordinates (Å):
1 O 3.63 -3.39 1.91  -0.12
2 O 4.95 1.10 4.92  -0.48
3 O -3.29 4.30 2.77  -0.48
4 O -1.02 -7.00 -0.06  -0.52
5 O -0.40 -2.09 1.28  -0.39
6 O -4.07 0.43 5.11  -0.44
7 O -5.95 -0.60 0.07  -0.44
8 O 2.62 1.72 -3.72  -0.27
9 O 6.24 0.17 -2.24  -0.50
10 N -0.95 -1.79 -4.56  1.00
11 N 2.09 5.22 0.93  0.29
12 C 0.34 -2.79 -2.69  -0.77
13 C 1.14 5.87 3.12  -1.59
14 C -0.40 -1.23 -6.94  -1.31
15 C 2.12 7.61 0.03  -1.07
16 C 1.85 4.57 -0.36  -1.04
17 C -5.50 -1.94 -0.03  0.39
18 C -0.93 -2.82 -3.52  -0.58
19 C 2.59 2.88 -4.56  -0.65
20 C 2.78 0.25 4.62  -0.32
21 C 4.25 2.10 4.19  -0.54
22 C -5.32 0.10 -1.01  -0.10
23 C -5.48 -1.09 3.99  -0.85
24 C -2.53 2.11 2.60  2.33
25 C 0.87 5.43 1.69  0.33
26 C 0.34 2.05 -4.32  0.01
27 C 5.27 2.21 -1.53  -0.49
28 C 5.00 -3.79 2.01  -0.48
29 C -2.41 -7.11 -0.32  -0.58
30 C 0.88 -1.50 1.06  -0.45
31 C 3.02 1.39 3.63  0.67
32 C -5.37 0.34 4.58  -0.29
33 C 3.63 -5.57 2.77  -0.64
34 C 2.79 -4.33 2.56  0.08
35 C -0.65 -5.63 0.19  -0.22
36 C -2.89 3.20 3.58  -0.50
37 C -3.33 -0.76 4.84  -0.56
38 C 1.39 1.01 -3.96  0.45
39 C 5.97 1.48 -2.68  -0.33
40 C -3.82 3.81 1.52  -0.69
41 C -3.35 -1.97 -5.24  -1.14
42 C -2.21 -1.09 -4.73  -0.54
43 C 5.23 -0.19 -1.28  -0.44
44 C 4.41 1.07 -1.00  1.49
45 C -4.03 -1.39 3.63  0.76
46 C 5.00 -4.93 3.04  -0.69
47 C -0.09 -2.09 -5.72  -0.53
48 C -3.60 2.30 1.51  0.37
49 C 4.20 -0.12 4.94  -0.26
50 C 1.13 3.31 -4.69  -0.74
51 C -2.85 -5.75 -0.85  -0.44
52 C -1.87 -4.77 -0.24  1.58
53 C 0.50 -0.19 0.31  0.68
54 C -5.59 -2.24 -1.51  -0.65
55 C 1.56 3.09 -0.17  0.18
56 C 2.85 6.45 0.73  -0.71
57 C -5.22 -0.90 -2.17  0.62
58 C -1.45 -1.12 1.20  2.18
59 C -1.00 -0.19 0.09  1.31
60 H -4.46 1.68 1.78  0.11
61 H -2.46 -0.68 -3.74  0.01
62 H 1.17 -2.50 -3.33  0.50
63 H -3.15 1.98 0.57  -0.24
64 H 0.95 4.15 -4.01  0.21
65 H -3.52 -2.88 -4.66  0.12
66 H -3.07 -2.39 -6.22  0.34
67 H 2.67 4.68 -1.07  0.53
68 H 0.37 4.45 1.75  -0.28
69 H -1.17 -3.80 -3.95  0.13
70 H -0.39 1.75 -5.06  0.24
71 H 0.94 -2.00 -5.37  0.34
72 H 2.81 8.45 -0.08  0.44
73 H -2.76 -5.76 -1.94  0.21
74 H -2.50 -7.88 -1.08  0.35
75 H 0.26 -5.43 -0.37  0.17
76 H -1.79 -2.51 -2.91  0.15
77 H 2.41 -3.90 3.50  0.25
78 H -2.09 -0.14 -5.26  0.33
79 H 4.69 3.04 -1.93  0.01
80 H -0.29 2.24 -3.45  0.08
81 H 1.99 5.27 3.46  0.35
82 H 6.01 2.54 -0.79  0.43
83 H 1.87 -4.50 2.00  -0.23
84 H 4.67 -0.77 4.18  0.00
85 H 0.73 0.66 0.97  0.12
86 H -3.41 -1.44 5.70  0.33
87 H 1.67 7.35 -0.93  0.26
88 H 0.60 2.94 0.32  0.05
89 H -3.68 -0.82 2.77  -0.80
90 H 3.26 3.65 -4.16  0.42
91 H 3.26 6.83 1.67  0.45
92 H 4.99 -4.51 4.04  0.29
93 H -1.51 2.29 2.24  -0.68
94 H 5.67 -0.68 -0.41  0.28
95 H 1.28 8.00 0.62  0.26
96 H -6.18 -2.59 0.52  0.48
97 H 2.21 2.11 3.50  0.29
98 H 3.99 2.90 4.88  0.24
99 H 3.71 6.24 0.09  0.42
100 H -3.23 4.31 0.75  0.32
101 H 3.49 1.00 -1.58  -0.82
102 H 3.39 -6.30 3.54  0.41
103 H 4.44 -0.64 5.87  0.34
104 H -0.28 -3.14 -5.99  0.35
105 H 2.33 2.65 0.47  -0.08
106 H -1.54 -4.05 -1.00  -1.11
107 H -6.15 0.45 5.34  0.40
108 H 5.29 1.54 -3.54  0.04
109 H 1.53 2.48 -1.08  -0.20
110 H 6.90 1.93 -3.06  0.41
111 H 0.95 5.02 -0.81  0.17
112 H -1.26 -0.53 -0.92  -0.61
113 H -6.60 -2.56 -1.76  0.35
114 H -3.76 -2.43 3.43  0.58
115 H 5.85 -5.60 2.90  0.36
116 H -0.42 -5.53 1.25  0.06
117 H 3.18 1.03 2.61  -0.64
118 H -2.12 3.43 4.31  0.40
119 H 0.15 6.02 1.10  0.38
120 H -1.41 0.81 0.21  -0.45
121 H -2.39 -1.61 0.98  -1.56
122 H -4.25 -1.37 -5.31  0.46
123 H -3.87 -5.46 -0.61  0.26
124 H -5.61 1.02 3.76  0.14
125 H -4.48 -2.11 0.36  -0.60
126 H 1.54 6.88 3.17  0.36
127 H 5.30 -4.13 1.02  0.29
128 H 4.56 -0.91 -1.76  0.23
129 H 5.64 -3.02 2.45  0.26
130 H -6.15 -1.15 3.13  0.26
131 H -4.33 0.45 -0.70  -0.25
132 H 1.64 0.33 -4.79  0.21
133 H -4.26 -0.89 -2.67  -0.74
134 H -5.99 -0.73 -2.93  0.33
135 H -2.58 1.09 2.95  -1.37
136 H 0.29 -1.96 -1.97  0.04
137 H 0.29 5.66 3.76  0.41
138 H 1.16 0.02 -0.53  -0.62
139 H 2.20 -0.51 4.09  0.10
140 H 1.40 -1.27 1.98  -0.43
141 H -0.52 -0.18 -6.67  0.25
142 H -4.97 -3.07 -1.85  0.24
143 H 2.96 2.54 -5.54  0.37
144 H 4.19 1.17 0.06  -0.30
145 H -1.29 -1.58 -7.46  0.37
146 H -5.84 -1.76 4.77  0.36
147 H -2.97 -7.35 0.59  0.27
148 H -2.29 -0.48 4.69  0.24
149 H -2.15 -4.23 0.66  -0.13
150 H -3.73 2.89 4.22  0.19
151 H 1.18 0.44 -3.06  -0.65
152 H -4.87 4.09 1.49  0.26
153 H 3.64 -6.08 1.80  0.27
154 H 2.18 0.58 5.47  0.29
155 H 1.53 -2.07 0.40  0.53
156 H 0.44 -3.70 -2.10  0.06
157 H 4.85 2.53 3.38  0.29
158 H 0.40 -1.32 -7.67  0.39
159 H -5.89 1.00 -1.23  0.47
160 H 0.95 3.71 -5.69  0.35
161 H -1.46 -0.58 2.15  -0.38

Properties
Energy relative to the best compared isomer or geometry (same formula, charge and spin), eV: 0.000
Lowest unoccupied orbital energy, eV: 0.45
HOMO energy, Eh: -0.301

=====

Record 2
The following is a quantum chemistry calculation of a molecular structure, C48H103Hg2N9O17, from the OMol25 dataset.

Each line ends with the Mulliken charge.
Cartesian coordinates (Å):
1 Hg -7.86 8.62 -9.79  1.59
2 Hg -8.08 16.04 -7.97  1.19
3 O -13.01 10.67 -2.50  -0.59
4 O -9.39 14.33 -9.00  0.10
5 O -8.77 14.52 -6.37  -1.55
6 O -8.27 19.14 -6.50  -0.21
7 O -9.73 9.76 -8.67  -0.50
8 O -8.40 13.34 -2.06  -0.20
9 O -7.67 10.31 -11.24  -0.81
10 O -13.14 6.79 -5.82  -0.43
11 O -6.38 10.13 -8.89  -1.06
12 O -7.82 5.77 -10.66  -0.20
13 O -13.25 13.01 -6.31  -0.57
14 O -4.80 9.68 -2.93  -0.35
15 O -6.79 14.87 -11.28  -0.68
16 O -14.49 10.86 -10.38  -0.28
17 O -9.71 10.01 -5.88  0.86
18 O -6.23 14.72 -8.57  -1.11
19 O -11.35 13.18 -14.89  -0.28
20 N -9.44 8.05 -11.35  -0.23
21 N -10.00 17.14 -7.83  -0.26
22 N -12.13 9.29 -10.66  -0.20
23 N -9.84 14.87 -11.96  -0.62
24 N -6.65 9.75 -6.06  -0.17
25 N -12.30 15.68 -8.67  -0.27
26 N -10.37 7.10 -6.50  -0.49
27 N -9.32 10.81 -2.92  1.38
28 N -6.95 11.41 -0.61  -0.54
29 C -9.91 6.67 -11.47  0.71
30 C -10.70 14.20 -14.13  -0.96
31 C -7.10 12.80 -0.12  0.46
32 C -10.58 10.29 -2.36  1.40
33 C -9.42 13.28 -8.32  0.76
34 C -14.21 9.83 -9.48  -0.23
35 C -11.83 13.48 -12.00  -1.31
36 C -8.57 14.23 -3.15  -0.84
37 C -11.62 13.57 -16.22  -0.79
38 C -6.77 13.78 -10.74  -0.10
39 C -9.53 10.99 -6.61  -0.30
40 C -13.49 9.36 -2.70  -0.30
41 C -10.61 10.59 -0.88  -2.06
42 C -9.58 12.02 -8.91  -0.30
43 C -8.69 5.83 -11.76  -0.97
44 C -9.16 12.24 -6.05  1.62
45 C -5.95 13.20 0.78  -1.73
46 C -12.40 13.90 -6.99  1.47
47 C -6.53 11.28 -9.37  0.00
48 C -7.29 13.75 -1.28  -0.67
49 C -14.58 14.91 -8.01  -1.74
50 C -6.42 13.68 -9.27  1.50
51 C -7.13 11.38 -10.80  0.79
52 C -12.59 11.82 -5.93  0.89
53 C -9.70 10.90 -8.11  -0.42
54 C -7.58 20.34 -6.31  -0.89
55 C -6.99 4.62 -10.61  -0.87
56 C -5.84 11.62 -4.66  -0.83
57 C -9.65 19.33 -6.71  -1.22
58 C -10.39 18.02 -6.70  0.95
59 C -13.10 7.56 -9.18  -0.42
60 C -5.65 10.15 -5.09  0.28
61 C -9.81 6.72 -4.15  -1.20
62 C -6.28 12.45 -8.65  -0.38
63 C -15.41 11.79 -9.85  -0.79
64 C -10.31 17.26 -5.41  -1.30
65 C -13.14 15.09 -7.57  0.58
66 C -10.51 13.77 -12.70  1.67
67 C -7.15 12.60 -11.44  -0.19
68 C -10.83 6.48 -5.25  0.21
69 C -5.79 9.28 -3.84  -0.43
70 C -13.41 8.71 -10.11  0.22
71 C -9.06 13.37 -6.81  0.86
72 C -11.74 10.90 -3.12  0.67
73 C -10.97 6.52 -12.55  -1.40
74 C -4.77 8.89 -1.77  -0.82
75 C -12.17 7.04 -4.82  0.90
76 C -14.33 7.51 -5.59  -0.35
77 H -10.57 6.89 -13.50  0.41
78 H -12.30 12.62 -12.49  0.46
79 H -14.90 7.13 -4.73  0.37
80 H -13.66 10.19 -8.60  -0.23
81 H -7.74 20.84 -5.35  0.32
82 H -16.40 11.33 -9.80  0.34
83 H -12.93 16.24 -9.23  0.35
84 H -7.32 12.67 -12.51  0.58
85 H -5.67 12.27 -5.52  0.30
86 H -6.50 20.14 -6.31  0.26
87 H -15.00 7.25 -6.42  0.29
88 H -10.55 9.20 -2.45  -0.12
89 H -8.14 6.32 -12.59  0.36
90 H -9.60 7.79 -4.00  -0.10
91 H -4.78 7.81 -1.91  0.30
92 H -8.52 15.29 -2.88  0.48
93 H -11.59 9.49 -9.81  -0.39
94 H -5.00 13.34 0.27  0.35
95 H -9.30 16.98 -5.10  0.33
96 H -15.08 14.25 -7.29  0.42
97 H -13.37 11.12 -5.63  0.33
98 H -4.60 10.06 -5.37  0.46
99 H -7.75 14.09 -3.86  0.39
100 H -10.75 13.48 -16.88  0.27
101 H -12.32 10.23 -11.01  -0.01
102 H -15.51 12.59 -10.59  0.32
103 H -9.02 12.33 -4.98  -1.76
104 H -11.66 11.99 -3.15  0.47
105 H -11.82 10.59 -4.17  -1.09
106 H -12.45 6.71 -3.81  0.51
107 H -10.78 17.79 -4.59  0.60
108 H -11.19 7.23 -7.08  0.21
109 H -9.73 14.39 -14.63  0.41
110 H -6.13 12.39 -7.58  -0.13
111 H -9.92 12.84 -12.58  -0.17
112 H -13.53 9.10 -3.76  -0.29
113 H -7.52 3.74 -10.22  0.29
114 H -6.28 14.11 1.30  0.43
115 H -7.69 21.01 -7.17  0.34
116 H -15.21 15.79 -7.94  0.44
117 H -8.89 6.16 -4.23  0.36
118 H -12.00 11.36 -6.73  -0.46
119 H -12.11 8.14 -4.73  -1.04
120 H -6.14 11.31 -1.21  0.21
121 H -14.46 9.27 -2.21  0.44
122 H -11.53 14.20 -6.39  -0.73
123 H -5.14 11.90 -3.87  0.69
124 H -7.38 14.80 -0.96  0.34
125 H -11.43 18.33 -6.89  0.20
126 H -11.38 10.02 -0.35  0.39
127 H -15.13 9.34 -9.10  0.47
128 H -9.83 14.53 -11.01  -0.41
129 H -6.54 4.46 -11.58  0.37
130 H -3.87 9.17 -1.22  0.27
131 H -10.06 19.98 -5.92  0.45
132 H -11.29 5.48 -12.63  0.42
133 H -6.25 4.84 -9.84  0.24
134 H -6.53 10.24 -6.94  -0.08
135 H -6.38 13.68 -1.90  0.27
136 H -8.01 12.67 0.49  0.35
137 H -10.88 5.40 -5.40  0.36
138 H -13.13 15.88 -6.80  0.12
139 H -12.27 6.96 -9.54  -0.15
140 H -6.87 11.85 -4.40  -0.21
141 H -8.87 14.96 -12.26  0.37
142 H -9.70 10.24 -0.38  0.53
143 H -11.83 7.15 -12.33  0.21
144 H -10.17 17.65 -8.70  0.29
145 H -10.21 8.70 -11.15  0.12
146 H -11.67 13.16 -10.96  -0.28
147 H -14.71 14.41 -8.97  0.28
148 H -10.74 16.41 -7.86  -0.28
149 H -12.05 14.87 -9.24  -0.36
150 H -10.70 11.65 -0.61  0.31
151 H -9.26 10.67 -3.93  -1.16
152 H -10.04 8.04 -6.28  0.04
153 H -10.83 16.30 -5.44  0.03
154 H -15.10 12.20 -8.89  0.21
155 H -5.65 9.10 -1.14  0.32
156 H -5.85 12.47 1.58  0.42
157 H -12.39 12.87 -16.53  0.24
158 H -10.22 6.45 -3.16  0.45
159 H -11.88 12.03 -5.12  -0.50
160 H -11.34 15.09 -14.12  0.38
161 H -9.13 8.33 -12.28  0.33
162 H -12.83 8.65 -2.18  0.24
163 H -12.09 14.56 -16.22  0.33
164 H -12.87 7.93 -8.17  -0.32
165 H -9.76 19.86 -7.66  0.48
166 H -12.57 14.28 -12.07  0.34
167 H -8.91 4.86 -12.21  0.49
168 H -7.77 11.19 -1.17  0.13
169 H -14.16 8.59 -5.55  -0.05
170 H -9.29 11.83 -2.77  -0.33
171 H -7.58 9.97 -5.73  -0.24
172 H -10.33 6.29 -10.53  -0.06
173 H -11.95 13.34 -7.84  -0.57
174 H -9.65 12.01 -9.99  0.57
175 H -5.70 8.21 -4.08  0.48
176 H -14.01 6.97 -9.08  0.60
177 H -9.52 14.06 -3.65  -0.04
178 H -13.87 8.40 -11.06  0.45
179 H -6.84 9.32 -3.51  -0.07

Properties
Energy relative to the best compared isomer or geometry (same formula, charge and spin), eV: 0.000
Lowest unoccupied orbital energy, eV: -1.31
HOMO energy, Eh: -0.284

=====

Number 1: energy -2676.53932 Eh. Number 2: energy -3969.20676 Eh.